# CH3Br3SSi

2 unconnected molecules or ions with the total composition CH3Br3SSi (ωB97M-V/def2-TZVPD, OMol25).

Cartesian coordinates (Å):
1 C -0.596 -0.394 0.474
2 Si 0.810 0.988 0.219
3 S -2.001 -0.207 -0.817
4 Br 1.520 2.186 -1.495
5 Br 2.225 -2.650 -0.490
6 Br 0.505 2.345 1.980
7 H -0.215 -1.387 0.478
8 H -1.134 -0.095 1.355
9 H -1.113 -0.786 -1.704

## Properties
- largest force on an atom (eV/A) = 2.84
- lowest unoccupied orbital energy (spin up / spin down) (hartree) = -0.124 / -0.124
- E_tot (eV) = -229925.664